[1]
A cluster of 9 separate species, C54H36O18 in total at a distorted geometry, computed with ωB97M-V with the def2-TZVPD basis set.

Geometry as XYZ:
```
108
Properties=species:S:1:pos:R:3
O 1.51439 3.92415 5.79580
O -1.94959 -0.58958 2.67607
O 5.06775 6.86415 -3.90404
O -6.90420 -3.50413 -6.35472
O 5.42858 2.60345 2.54002
O 4.40858 1.01929 7.37560
O 0.66474 6.48794 2.43837
O 1.17703 -8.31108 -2.67990
O -6.73910 -3.94468 -0.72096
O -4.20263 0.72724 -4.51646
O -0.30267 -4.34374 0.41034
O -0.17097 6.57867 -2.76349
O -0.30943 -4.58312 5.58289
O 2.91651 2.12336 -2.94207
O 1.64373 -0.17578 3.07619
O -1.14150 -1.80371 -2.38577
O -2.64570 -5.68905 -3.63384
O 0.97214 2.50807 -0.08919
C -6.14303 -2.62053 -5.94128
C -1.03428 -2.73265 2.66304
C 0.47624 7.73899 -0.87242
C 0.12655 -5.22176 -0.32342
C -0.01121 -5.12485 -1.82790
C -0.68153 -2.24104 5.49705
C -0.52179 -3.59182 4.89502
C 3.81364 0.57033 6.37866
C 0.62654 0.16303 -0.02833
C 1.10494 -7.46243 -0.52511
C -4.74034 -0.27339 -5.00777
C 5.34043 4.51010 -3.83887
C 0.83210 7.69638 0.42412
C -0.70537 0.52791 -2.58655
C 4.55408 5.79416 -3.61413
C -3.61003 -5.43233 -2.89335
C 2.29635 -0.01032 4.08527
C -5.35692 -2.70921 -4.71280
C 2.41222 3.82801 5.01630
C 3.19365 5.71316 -3.07177
C -0.68102 5.49293 -0.67973
C -4.67167 -1.60079 -4.26416
C 4.46442 -0.07691 5.26308
C -5.90640 -5.75105 -2.07533
C 0.41122 6.50974 1.24826
C 2.28018 0.82894 6.39932
C 0.09974 -0.91942 -0.60255
C 4.57914 3.09870 3.22244
C -5.56441 -0.21710 -6.24789
C 0.78433 -6.39310 0.24629
C 0.58645 1.52024 -0.66771
C -1.37138 -1.43531 3.29974
C 4.91046 3.32829 -3.48254
C -0.39059 5.39706 0.62239
C 0.20287 -6.18816 -2.57301
C -6.23223 -1.31348 -6.69188
C 2.11418 3.39438 3.59855
C 2.64278 4.46874 -2.86657
C -0.71769 -3.76393 3.42744
C -0.15703 6.58251 -1.53098
C -5.79862 -4.46095 -1.32202
C 3.79319 4.07762 5.39543
C 3.74375 -0.37042 4.16006
C -0.10360 1.59850 -2.06307
C 0.79122 -7.39039 -1.96136
C 4.78555 3.69055 4.57832
C -0.59792 -0.83732 -1.89198
C 3.46196 3.22398 -3.09868
C -4.85157 -6.22889 -2.77330
C 1.61890 0.59945 5.29368
C 3.15332 3.07523 2.81107
C -4.42020 -3.82906 -1.14832
C -1.08872 -1.20806 4.74926
C -3.47595 -4.24188 -1.99567
H 6.39101 4.63907 -4.04607
H -0.41001 -4.72285 3.07968
H -0.43673 -2.26015 6.57096
H 5.77458 3.85701 4.99368
H -3.97932 -1.58236 -3.41823
H 2.96294 2.71549 1.78414
H -1.28116 -0.22220 5.12026
H 1.34397 8.50202 0.96629
H -0.20898 2.55851 -2.53587
H -5.44042 -3.73385 -4.28771
H 2.58397 6.60873 -3.06716
H -0.00367 -6.24421 -3.63330
H 3.93774 4.44281 6.39682
H 1.55814 4.43771 -2.64640
H -1.16752 4.68387 -1.27242
H 1.77349 1.32979 7.20774
H -1.14942 -2.80889 1.59648
H 4.14968 -0.92476 3.31673
H 0.56507 0.92288 5.20971
H 0.73878 8.52821 -1.51918
H -0.60290 4.58394 1.27255
H 1.05933 0.09150 0.96186
H 5.48404 2.43132 -3.50382
H -0.43141 -4.19823 -2.16814
H 1.11799 3.34061 3.20549
H -6.85368 -1.30282 -7.57725
H -6.84338 -6.31286 -2.03593
H 5.52161 -0.29615 5.40211
H -5.64621 0.78548 -6.59411
H 1.05416 -6.28566 1.28309
H -4.85188 -7.10892 -3.44986
H 1.73915 -8.26992 -0.20028
H -4.35492 -2.91675 -0.55825
H -2.69934 -3.53704 -2.23531
H -1.36292 0.48703 -3.45468
H 0.17366 -1.89217 -0.16281
```

## Properties
SMILES: O=C1C=CC(=O)C=C1.O=C1C=CC(=O)C=C1.O=C1C=CC(=O)C=C1.O=C1C=CC(=O)C=C1.O=C1C=CC(=O)C=C1.O=C1C=CC(=O)C=C1.O=C1C=CC(=O)C=C1.O=C1C=CC(=O)C=C1.O=C1C=CC(=O)C=C1
2S+1: 1
relative energy (zero: lowest compared OMol25 entry of this formula, charge and spin): 0.0 kJ/mol
HOMO-LUMO gap: 8.3 eV

[2]
A cluster of 9 separate species, C30H51Br16N3O6S in total at a distorted geometry, computed with ωB97M-V with the def2-TZVPD basis set.

Geometry as XYZ:
```
107
Properties=species:S:1:pos:R:3
Br -5.40212 3.61496 -3.25128
Br -2.74848 2.95621 -0.77196
Br -7.04783 -0.62687 -1.78831
Br 0.70883 3.39355 -4.05762
Br -13.98309 1.20479 1.98753
Br 3.35136 2.69779 -1.57454
Br -10.53937 2.23648 1.14792
Br 1.56449 7.42207 -2.42761
Br -7.62984 4.24479 3.64739
Br -4.18967 5.27071 2.79532
Br 10.70736 -2.48694 6.68953
Br -7.80284 -0.72013 2.76419
Br -4.36531 0.30322 1.90095
Br 7.30615 -1.34388 7.56434
Br -1.77183 7.27902 -0.87486
Br -8.90039 -3.66948 -0.81821
S 3.48199 -4.86538 -0.14399
O 10.11354 -4.27188 -0.69928
O 9.66709 -1.58217 0.39483
O 9.12902 -5.62968 -2.13467
O 1.21537 -5.15887 -1.55264
O 8.21069 -1.26389 -1.49477
O 7.54675 -0.91297 0.62174
N 9.48559 -3.24998 2.20498
N -0.15155 -6.30523 -0.31541
N 0.98020 -6.20575 0.43343
C 2.09686 -2.33136 -0.05673
C 0.70095 3.63518 -2.12395
C -5.41132 3.85860 -1.31832
C 7.55907 -2.49374 -1.95406
C 8.67174 -3.35921 -2.68787
C 4.55812 -0.71478 -1.90304
C -4.08515 4.37499 -0.82316
C 1.80104 -5.47771 -0.36166
C -4.83994 3.60499 3.57075
C -8.96608 -0.96925 -1.77840
C -6.14916 3.18793 2.95295
C 8.39766 -1.24807 -0.14257
C -0.19848 7.50951 -3.25114
C -9.36827 -1.79314 -0.58270
C 3.35815 -3.11019 0.47727
C 9.31052 -4.48597 -1.81088
C -11.19082 0.57079 1.91991
C 9.00260 -2.86070 5.82291
C 2.03271 4.13296 -1.62828
C 6.53446 -2.02258 -3.08263
C 5.03364 -2.04627 -2.60348
C -1.15690 8.30999 -2.40968
C -12.49802 0.15082 1.29840
C -5.00987 -1.36360 2.67489
C -0.06522 -5.68061 -1.49771
C 8.11173 -1.64605 5.81574
C 9.51164 -2.32468 1.53384
C 2.95335 -0.68894 -1.83430
C -6.32066 -1.77599 2.05991
C 2.38317 -0.78890 -0.34965
H -6.16519 3.29263 1.86993
H -5.69082 2.90191 -0.87978
H 6.60142 -2.66905 -3.99803
H -10.45145 -1.78493 -0.45664
H -4.23517 -2.09773 2.45537
H -6.38728 2.15835 3.21673
H 1.62813 -2.76876 -0.97211
H -6.20037 4.58603 -1.12750
H 8.63597 -0.73181 5.54644
H 4.37172 -2.20434 -3.50285
H 8.56426 -3.71131 6.34006
H -11.25616 0.72442 2.99504
H -4.06422 2.87059 3.35724
H -0.03817 7.99106 -4.21533
H -12.51072 0.25558 0.21533
H -0.52370 6.48334 -3.41320
H 4.31477 -2.58774 0.20401
H 4.83831 -2.91284 -1.91728
H -9.20950 -1.44235 -2.72722
H 2.61264 -1.56375 -2.45419
H -5.06706 -1.21446 3.75101
H 7.02973 -3.06128 -1.14927
H 1.95231 4.48252 -0.59912
H -2.05832 8.54669 -2.97448
H 4.85234 0.19308 -2.49429
H -6.34001 -1.66581 0.97681
H -0.80668 -5.56633 -2.30833
H 2.56975 0.26764 -2.28854
H 4.90923 -0.64055 -0.83913
H 3.13114 -0.38519 0.39259
H 3.31671 -3.19427 1.59982
H 6.84921 -0.98953 -3.41209
H 0.40812 2.68333 -1.68656
H -6.55933 -2.80701 2.32017
H -4.90171 3.75886 4.64587
H 10.79001 -3.58950 -0.87282
H 8.30952 -3.85548 -3.62309
H 9.49301 -2.64518 -2.98039
H 1.41772 -0.20857 -0.30442
H 2.45042 4.92570 -2.24438
H 9.25973 -3.15258 4.80495
H -12.73443 -0.87997 1.56304
H -9.43040 0.01636 -1.73802
H 7.27122 -1.79165 5.13749
H -3.67618 5.17414 -1.43943
H -4.16857 4.72420 0.20732
H -8.89556 -1.46276 0.33824
H -0.07877 4.37283 -1.93315
H -0.72619 9.23055 -2.02204
H 1.31810 -2.37701 0.75368
H -10.41312 -0.16258 1.70918
```

## Properties
SMILES: N#COC(=O)O[C@@H](CCCCCCCSc1nnco1)CC(=O)O.BrCCBr.BrCCBr.BrCCBr.BrCCBr.BrCCBr.BrCCBr.BrCCBr.BrCCBr
2S+1: 1
HOMO-LUMO gap: 9.6 eV

[3]
A structure of composition C24H43N7OP2S4Ti at a distorted geometry, computed with ωB97M-V with the def2-TZVPD basis set.

Geometry as XYZ:
```
82
Properties=species:S:1:pos:R:3
Ti -1.48232 -0.12960 0.08433
S -3.26883 1.43681 0.28879
S -5.50429 -2.13342 -0.81091
S -5.84159 0.78299 -1.09430
S -2.89589 -1.91873 0.64477
P 0.90378 -0.42172 -1.11819
P -0.96969 0.18907 2.56795
O -7.62971 -0.99167 -1.86983
N 0.36076 0.10604 0.25170
N 0.37302 -1.98627 -1.44139
N 2.54040 -0.25595 -1.28717
N -0.91835 2.73790 3.70915
N 0.29205 0.40517 -2.47940
N -2.59968 1.22884 4.63403
N -0.24883 0.94870 5.16162
C -2.60102 0.25815 3.49992
C -4.21312 -1.11856 -0.17183
C 4.93573 1.12996 -1.38131
C 1.60693 -4.62829 -1.69024
C -2.26734 2.64537 4.14107
C -1.14155 0.18292 -2.65197
C 3.23479 -0.26632 -2.58136
C -1.56519 0.82692 5.67987
C 0.00503 2.32784 4.75444
C 0.07429 -0.02218 4.12140
C -0.45988 2.75252 -2.03252
C -1.74028 1.22018 -3.58659
C 0.57083 -2.60505 -2.75581
C 3.37785 -0.40447 -0.09470
C 1.50316 -3.92216 -0.34286
C -6.55851 -0.81783 -1.36801
C -0.66774 2.03395 2.45322
C 4.37763 0.75007 0.00548
C -1.63533 2.64494 -3.00969
C 4.72517 -0.00499 -2.37936
C 1.74444 -3.58326 -2.79351
C 0.31263 -2.96572 -0.34263
C 0.68009 1.84545 -2.48344
C -4.37080 0.21937 -0.31087
H 1.02675 2.41428 4.38983
H -0.11210 3.78411 -1.96812
H -0.11252 2.98141 5.62068
H -0.34561 -3.15128 -3.00985
H 0.70467 -5.22347 -1.86113
H 2.42135 -3.35603 -0.15132
H 2.72010 -0.40679 0.77274
H 0.27493 -2.42245 0.60126
H 5.99572 1.37139 -1.30961
H -1.32200 -0.82340 -3.01965
H 0.37368 2.16724 2.15643
H -0.06628 -1.03245 4.50961
H 1.12346 0.08264 3.84189
H 5.16371 0.24129 -3.34637
H 5.22112 -0.90980 -2.01998
H 3.88371 1.61604 0.45080
H 1.77397 -4.05728 -3.77605
H 5.18606 0.45412 0.67695
H 1.54169 1.97051 -1.82715
H -2.94861 2.86700 3.31936
H 2.80859 0.51939 -3.20915
H -2.81618 -0.74249 3.88164
H 2.45903 -5.30874 -1.70565
H 3.90894 -1.36308 -0.11288
H -3.52415 1.24406 5.06564
H 0.98619 2.12737 -3.49529
H 0.71088 -1.81254 -3.49138
H -1.69286 0.25979 -1.66492
H -2.77647 0.96115 -3.80218
H 1.38069 -4.64902 0.46256
H 2.68291 -3.04021 -2.65297
H -2.45478 3.32141 4.97635
H -1.28685 2.46116 1.66672
H -0.60831 -3.54656 -0.44092
H 3.10045 -1.21573 -3.10789
H -2.56289 2.92226 -2.50789
H 4.42792 2.02178 -1.75755
H -0.76162 2.45732 -1.02616
H -3.38340 0.52352 2.79240
H -1.69614 1.49381 6.53280
H -1.18691 1.15193 -4.52463
H -1.48193 3.34862 -3.82861
H -1.77551 -0.19925 5.97977
```

## Properties
2S+1: 2
total charge: +1
<S²>: 0.75
HOMO-LUMO gap (alpha / beta): 7.1 / 7.1 eV

Among the records above, which one has the highest 2S+1?
C24H43N7OP2S4Ti

The highest 2S+1 belongs to which entry?
C24H43N7OP2S4Ti

2S+1 of number 2 (C30H51Br16N3O6S)?
1